{"formula": "C24H42F3IKN3O6", "method": "wB97M-V/def2-TZVPD", "homo_lumo_gap_ev": 1.671, "e_lumo_ev": -1.55, "total_charge": 0, "homo_energy_ev": -3.2228, "symbols": ["C", "C", "O", "N", "C", "C", "C", "C", "C", "C", "O", "C", "C", "C", "C", "C", "C", "N", "N", "O", "C", "C", "C", "C", "F", "F", "F", "C", "I", "H", "H", "H", "H", "H", "H", "H", "H", "H", "H", "H", "H", "H", "H", "H", "H", "H", "H", "H", "H", "H", "H", "H", "H", "H", "H", "H", "H", "H", "H", "O", "C", "C", "O", "H", "H", "H", "H", "C", "C", "C", "O", "H", "H", "H", "H", "H", "H", "H", "H", "K"], "positions_angstrom": [[4.4401, -2.2585, 1.8138], [4.9256, -0.9477, 1.3179], [5.7164, -0.3011, 1.9256], [4.4604, -0.4455, 0.0729], [2.9985, -0.1873, 0.0417], [2.6896, 1.2882, 0.2681], [1.7120, 1.5890, 1.4088], [0.5647, 2.5296, 1.0222], [-0.8430, 2.0291, 1.1574], [-1.2662, 0.7658, 0.7317], [-0.3542, -0.0936, 0.1798], [-0.7460, -0.6134, -1.0942], [-1.5262, -1.9265, -1.1293], [-1.2635, -2.5376, -2.4988], [-1.1698, -2.9652, -0.0594], [0.3155, -3.1119, 0.2052], [-1.9220, -2.8124, 1.2530], [-2.4871, 0.2649, 0.7652], [-3.4204, 1.1369, 1.3233], [-4.6897, 0.6126, 1.3425], [-3.1849, 2.3973, 1.8182], [-4.3449, 3.1255, 2.4010], [-5.2819, 3.7544, 1.3588], [-6.7355, 3.3966, 1.4534], [-7.3558, 3.6029, 0.2757], [-7.3675, 4.1630, 2.3602], [-6.9831, 2.1290, 1.7901], [-1.8975, 2.8589, 1.7272], [-1.4429, 4.7660, 2.4036], [3.4506, -2.5067, 1.4642], [4.4429, -2.2535, 2.8918], [5.1263, -3.0244, 1.4727], [4.6837, -1.1320, -0.6400], [2.4573, -0.7892, 0.7522], [2.6452, -0.4841, -0.9338], [2.3253, 1.7077, -0.6620], [3.6371, 1.7685, 0.4667], [1.3154, 0.6634, 1.7905], [2.2929, 2.0634, 2.1945], [0.7132, 2.8681, -0.0086], [0.6659, 3.4141, 1.6238], [-1.3246, 0.1470, -1.6049], [0.1740, -0.7334, -1.6594], [-2.5819, -1.7007, -1.0660], [-0.2942, -3.0218, -2.5175], [-1.2910, -1.7957, -3.2895], [-2.0133, -3.2952, -2.6734], [-1.5121, -3.9106, -0.4695], [0.6015, -2.3798, 0.9444], [0.9270, -2.9551, -0.6743], [0.5154, -4.0789, 0.6509], [-2.8816, -2.3463, 1.0906], [-1.3752, -2.2205, 1.9748], [-2.1141, -3.7914, 1.6800], [-5.1107, 0.8660, 0.5087], [-3.9719, 3.8974, 3.0481], [-4.8977, 2.4444, 3.0348], [-5.2657, 4.8245, 1.5154], [-4.9301, 3.6007, 0.3499], [-3.9554, -4.0993, -2.0886], [-4.8845, -3.6742, -2.7504], [-6.3827, -4.9013, -2.4114], [-7.2738, -4.4429, -3.0960], [-4.8430, -3.7337, -3.8537], [-5.3694, -2.7228, -2.4633], [-6.3931, -4.7848, -1.3130], [-5.8587, -5.8274, -2.7095], [7.5107, 2.3626, -0.7207], [6.8150, 1.6560, -1.8830], [5.3737, 2.1224, -2.0333], [6.8662, 0.2586, -1.6838], [7.0163, 2.1256, 0.2065], [8.5444, 2.0281, -0.6264], [7.5058, 3.4509, -0.8566], [7.3643, 1.8579, -2.8022], [4.8025, 1.8823, -1.1348], [4.8963, 1.6073, -2.8643], [5.3140, 3.1986, -2.2162], [6.3651, 0.0606, -0.8787], [6.6363, 3.5208, 1.2888]], "atomic_forces_ev_per_a": [[-0.258, -0.285, 0.180], [-0.638, -0.122, -0.539], [1.341, 1.064, 1.103], [-0.046, -0.347, -0.615], [0.215, 0.383, -0.346], [-0.155, -0.220, 0.120], [0.205, 0.167, -0.357], [-0.457, -0.338, -0.360], [0.674, -0.457, 0.369], [-0.945, 0.247, 0.127], [0.364, 0.090, -0.234], [-0.064, -0.025, 0.282], [0.584, 0.125, -0.103], [-0.164, -0.056, 0.156], [-0.292, -0.073, 0.018], [-0.052, 0.154, 0.257], [-0.170, -0.156, -0.043], [0.591, 0.016, -0.275], [-0.314, -0.111, 0.314], [0.070, 0.171, 0.203], [1.192, 0.570, -0.146], [-0.213, -0.324, 0.016], [0.265, 0.322, 0.293], [-0.009, -0.038, -0.109], [-0.157, 0.139, -0.265], [-0.163, 0.129, 0.275], [-0.056, -0.323, 0.092], [-1.376, -0.470, 0.042], [-0.058, 0.349, 0.188], [-0.278, -0.095, -0.203], [0.082, -0.066, 0.339], [0.195, -0.235, -0.105], [-0.165, -0.217, -0.063], [-0.161, -0.344, 0.376], [-0.131, -0.182, -0.300], [-0.147, 0.201, -0.197], [0.309, 0.258, 0.079], [-0.172, -0.282, 0.252], [-0.001, 0.000, 0.432], [0.351, 0.124, -0.297], [-0.046, 0.385, 0.143], [-0.196, 0.218, -0.188], [0.405, -0.113, 0.024], [-0.278, 0.079, 0.266], [0.336, -0.069, -0.096], [-0.075, 0.149, -0.260], [-0.041, -0.186, -0.313], [-0.123, -0.238, -0.294], [0.245, 0.433, 0.208], [0.227, -0.182, -0.286], [0.189, -0.338, -0.087], [-0.262, 0.241, 0.028], [0.057, 0.279, 0.162], [0.106, -0.258, 0.232], [-0.035, -0.090, -0.257], [0.166, 0.298, 0.208], [-0.198, -0.273, 0.107], [0.011, 0.375, -0.174], [0.028, -0.306, -0.307], [-0.764, -0.759, 0.253], [3.543, 3.708, -1.277], [-2.927, -2.986, 1.134], [0.380, 0.405, -0.182], [-0.456, -0.916, 0.055], [-0.645, -0.551, 0.584], [0.293, 0.631, -0.107], [0.402, 0.402, -0.398], [0.617, -0.556, -1.096], [-0.282, 0.032, 0.139], [0.049, 0.144, 0.009], [0.305, -0.109, 0.003], [0.393, -2.015, -1.574], [0.029, 0.018, -0.071], [0.116, -0.105, -0.308], [0.069, -0.053, -0.017], [0.076, 0.030, -0.075], [0.001, -0.004, -0.057], [0.006, -0.007, -0.040], [-0.179, 0.110, -0.078], [-1.338, 2.434, 3.029]], "mulliken_charge": [-0.965, 0.452, -0.538, 0.176, -0.565, -0.259, -1.379, -0.870, 0.726, -0.580, 0.806, -2.095, 1.187, -1.760, 0.666, -1.618, -1.783, -0.520, 0.062, -0.494, 0.509, -1.804, -0.776, 0.833, -0.315, -0.289, -0.227, 0.011, -0.080, 0.186, 0.340, 0.315, 0.460, -0.100, 0.367, 0.322, 0.228, 0.361, 0.601, 0.281, 0.058, 0.386, 0.713, 0.258, 0.302, 0.452, 0.398, 0.687, 0.156, 0.306, 0.549, 0.329, 0.284, 0.464, 0.298, 0.648, 0.415, 0.358, 0.476, -0.417, -0.248, -0.166, -0.417, 0.336, 0.320, 0.291, 0.273, -1.584, 0.462, -0.829, -0.627, 0.322, 0.380, 0.489, 0.395, -0.216, 0.292, 0.473, 0.351, 0.710]}

---

{"formula": "C30H37N3O3S", "method": "wB97M-V/def2-TZVPD", "smiles": "Cc1ccc(S(=O)(=O)NCc2ccc(C(=O)NCCCN3CCC(Cc4ccccc4)CC3)cc2)cc1", "homo_lumo_gap_ev": 9.400, "e_lumo_ev": 0.55, "total_charge": 0, "homo_energy_ev": -8.8467, "symbols": ["C", "C", "C", "C", "C", "C", "C", "H", "H", "S", "O", "O", "N", "H", "C", "C", "C", "C", "C", "C", "C", "H", "H", "C", "O", "N", "H", "C", "H", "H", "C", "H", "H", "C", "N", "C", "C", "C", "C", "C", "H", "H", "H", "H", "C", "C", "C", "C", "C", "C", "C", "H", "H", "H", "H", "H", "H", "H", "H", "H", "H", "H", "H", "H", "H", "H", "H", "H", "H", "H", "H", "H", "H", "H"], "positions_angstrom": [[1.5948, -0.0582, -5.7382], [2.1702, -0.8712, -4.6260], [1.9924, -2.2497, -4.5654], [2.4856, -2.9800, -3.4985], [3.1569, -2.3238, -2.4875], [3.3717, -0.9608, -2.5367], [2.8778, -0.2392, -3.6064], [3.0215, 0.8298, -3.6515], [3.9114, -0.4909, -1.7299], [3.7103, -3.2656, -1.0845], [4.2245, -2.3803, -0.0742], [4.5364, -4.3555, -1.5177], [2.2712, -3.9760, -0.5520], [2.4755, -4.9038, -0.2101], [1.5222, -3.1630, 0.3912], [1.0477, -1.9257, -0.3191], [0.1922, -2.0383, -1.4095], [-0.2125, -0.9155, -2.1056], [0.2050, 0.3453, -1.6989], [1.0587, 0.4615, -0.6082], [1.4887, -0.6674, 0.0655], [2.1863, -0.5748, 0.8844], [1.4116, 1.4381, -0.3096], [-0.2497, 1.5734, -2.4285], [-0.1447, 1.7193, -3.6341], [-0.7509, 2.4989, -1.5927], [-1.0599, 2.2353, -0.6555], [-1.3269, 3.7514, -2.0291], [-2.2295, 3.5713, -2.6279], [-0.6046, 4.2658, -2.6704], [-1.6675, 4.5941, -0.8027], [-0.7693, 4.7174, -0.1960], [-1.9964, 5.5823, -1.1260], [-2.7817, 3.9588, 0.0388], [-2.3784, 2.6660, 0.5810], [-1.7345, 2.7569, 1.8799], [-1.0864, 1.4219, 2.2391], [-2.1257, 0.3020, 2.2504], [-2.8505, 0.2984, 0.9056], [-3.4387, 1.6746, 0.6076], [-3.9231, 1.6572, -0.3719], [-4.2031, 1.9216, 1.3656], [-3.6521, -0.4423, 0.9084], [-2.1434, 0.0312, 0.1166], [-1.4787, -1.0654, 2.5162], [-0.8126, -1.1164, 3.8610], [-1.5749, -1.2041, 5.0199], [-0.9709, -1.2238, 6.2639], [0.4084, -1.1577, 6.3672], [1.1775, -1.0743, 5.2196], [0.5696, -1.0526, 3.9765], [1.1726, -0.9893, 3.0826], [2.2542, -1.0265, 5.2920], [0.8810, -1.1744, 7.3381], [-1.5769, -1.2936, 7.1556], [-2.6517, -1.2632, 4.9449], [-2.2569, -1.8315, 2.4661], [-0.7491, -1.2697, 1.7298], [-2.8528, 0.5075, 3.0447], [-0.6096, 1.5023, 3.2172], [-0.3180, 1.1836, 1.5015], [-0.9706, 3.5367, 1.8359], [-2.4616, 3.0378, 2.6632], [-3.6529, 3.8093, -0.6038], [-3.0784, 4.6524, 0.8406], [-0.8605, -1.0051, -2.9643], [-0.1406, -3.0178, -1.7172], [2.1461, -2.8828, 1.2499], [0.6688, -3.7501, 0.7447], [2.3539, -4.0481, -3.4305], [1.4558, -2.7530, -5.3565], [1.1021, -0.6861, -6.4754], [0.8711, 0.6435, -5.3224], [2.3726, 0.5224, -6.2308]], "atomic_forces_ev_per_a": [[-0.084, 0.091, -0.014], [0.081, -0.007, 0.056], [0.099, -0.069, 0.086], [0.021, -0.100, -0.170], [0.220, -0.241, 0.421], [0.142, 0.057, 0.087], [0.013, -0.166, -0.071], [0.011, 0.138, 0.023], [0.023, 0.134, 0.075], [-0.097, -0.443, 0.033], [-0.242, 0.218, -0.174], [-0.208, -0.105, -0.162], [0.712, 0.116, -0.380], [0.208, -0.173, -0.031], [-0.064, 0.323, 0.274], [-0.264, 0.295, 0.220], [-0.053, 0.116, 0.117], [-0.022, 0.040, -0.008], [0.157, -0.075, 0.079], [-0.130, 0.048, -0.118], [-0.131, -0.167, 0.056], [0.114, -0.008, 0.087], [0.021, 0.100, 0.035], [0.047, 0.033, 0.402], [-0.065, -0.004, -0.335], [0.020, 0.119, 0.076], [0.060, -0.162, -0.146], [0.139, 0.182, -0.203], [0.063, 0.060, -0.020], [-0.137, -0.016, 0.014], [-0.254, -0.238, -0.063], [0.068, 0.097, 0.037], [0.046, 0.045, 0.015], [0.156, 0.280, -0.037], [-0.230, 0.018, 0.245], [0.294, -0.095, 0.090], [-0.331, 0.168, 0.230], [0.241, -0.155, -0.343], [-0.221, 0.224, 0.287], [-0.009, -0.318, -0.165], [-0.030, 0.056, 0.051], [-0.016, 0.028, -0.054], [-0.011, -0.080, -0.028], [0.038, -0.050, -0.078], [-0.195, 0.231, 0.152], [0.028, -0.147, -0.091], [0.015, 0.007, -0.017], [-0.061, 0.013, 0.078], [0.074, 0.006, 0.083], [0.109, 0.016, 0.067], [-0.062, -0.026, 0.009], [0.079, 0.014, -0.130], [0.093, 0.003, 0.009], [0.041, -0.005, 0.074], [-0.046, -0.012, 0.069], [-0.128, -0.011, -0.016], [0.011, -0.057, -0.066], [-0.020, -0.022, -0.056], [-0.028, 0.006, 0.021], [0.075, 0.007, -0.001], [0.079, -0.006, 0.001], [-0.040, 0.034, 0.042], [0.017, 0.055, -0.047], [-0.012, 0.001, 0.039], [-0.072, -0.072, -0.027], [-0.063, -0.014, -0.119], [-0.029, -0.135, -0.085], [-0.208, -0.033, -0.029], [0.110, 0.009, -0.040], [-0.105, -0.145, -0.076], [-0.050, -0.046, -0.079], [-0.021, -0.035, -0.100], [-0.035, 0.015, -0.065], [0.053, 0.035, -0.096]], "mulliken_charge": [-1.418, 1.031, -0.885, -0.779, 0.292, -0.228, -0.409, 0.360, 0.482, 1.433, -0.668, -0.779, -0.274, 0.346, -2.122, 1.293, -0.701, -0.963, 1.603, -0.493, -0.195, 0.436, 0.445, -0.774, -0.764, 0.343, -0.098, -0.663, 0.279, 0.405, -0.724, 0.263, 0.433, -0.954, 0.616, -1.498, 0.086, 0.109, -0.316, -1.293, 0.533, 0.426, 0.527, -0.251, 0.251, -0.268, -0.479, -0.727, -0.426, -0.869, 0.386, 0.577, 0.425, 0.382, 0.387, 0.435, 0.681, -0.991, 0.254, 0.495, -0.285, 0.525, 0.430, 0.469, 0.299, 0.429, 0.464, 0.393, 0.593, 0.411, 0.330, 0.375, 0.206, 0.359]}

---

{"formula": "C7H11N", "method": "wB97M-V/def2-TZVPD", "relative_energy_kj_mol": 217.0, "homo_lumo_gap_ev": [6.789, 8.474], "e_lumo_ev": [0.96, -0.77], "total_charge": 0, "homo_energy_ev": [-5.8333, -9.2443], "multiplicity": 3, "symbols": ["C", "C", "C", "C", "C", "C", "C", "N", "H", "H", "H", "H", "H", "H", "H", "H", "H", "H", "H"], "positions_angstrom": [[-0.9890, -0.4426, 1.2411], [-1.8666, -0.0558, 0.4916], [-2.6714, 0.7883, -0.2467], [-0.0374, -1.2163, 1.9612], [1.4856, -0.8653, -1.3950], [0.9687, 1.5207, -0.7559], [1.8957, 0.3018, -0.9274], [-3.7537, 0.3729, -0.8250], [2.8250, 0.4408, -0.3717], [0.6759, -1.4493, 1.2099], [0.4635, -0.7443, 2.7783], [-0.4982, -2.1111, 2.2352], [-4.3947, 0.9110, -1.3502], [0.5266, -0.9599, -1.7772], [2.0458, -1.7847, -1.1754], [1.2359, 2.1288, -0.0153], [-0.1730, 1.1547, -0.7205], [1.1119, 2.1882, -1.7318], [-3.9944, -0.6129, -0.8293]], "atomic_forces_ev_per_a": [[-0.580, -0.117, 0.604], [-0.810, 2.786, -0.892], [3.244, -1.424, 2.273], [0.700, 0.664, -0.867], [1.903, -0.386, 1.301], [-2.381, -2.542, -6.314], [-0.882, 1.166, 1.545], [-3.553, -1.442, -1.894], [0.147, -0.436, -0.447], [1.316, -0.559, -0.376], [0.065, 0.402, 0.635], [-0.667, -1.540, 0.867], [-0.213, 0.807, -0.318], [-1.711, -0.245, -0.769], [-0.004, 0.456, -0.651], [0.903, 2.159, 3.375], [2.769, 1.174, -0.023], [-0.542, -1.205, 1.825], [0.294, 0.284, 0.126]], "mulliken_charge": [0.343, 0.371, -0.343, -1.174, -0.737, -0.556, -0.132, -0.390, 0.275, 0.220, 0.309, 0.322, 0.171, 0.333, 0.312, 0.400, -0.194, 0.271, 0.199]}

---

{"formula": "C2H6Cl3PSi", "method": "wB97M-V/def2-TZVPD", "relative_energy_kj_mol": 212.2, "homo_lumo_gap_ev": 7.347, "e_lumo_ev": -0.55, "total_charge": 0, "homo_energy_ev": -7.8940, "symbols": ["C", "C", "Si", "P", "Cl", "Cl", "Cl", "H", "H", "H", "H", "H", "H"], "positions_angstrom": [[0.9082, 1.0299, 0.2095], [-0.2467, -1.7656, -0.2443], [-0.0027, -0.4010, 1.0761], [-2.7033, 0.7041, 2.2029], [0.8974, -0.9655, 2.7998], [-2.9618, -0.8319, 3.5739], [-2.0392, 2.2207, 3.4349], [0.2520, 1.8046, 0.0345], [1.8643, 1.3518, 0.6282], [1.2211, 0.5112, -0.8229], [-1.3389, -1.8855, -0.4531], [0.2043, -1.4454, -1.1967], [0.1232, -2.7455, -0.0215]], "atomic_forces_ev_per_a": [[1.950, -3.576, -1.531], [-1.269, 0.771, -0.171], [-1.251, 1.008, -0.488], [1.594, -0.917, -0.763], [0.134, -0.265, 0.242], [0.090, 0.141, -0.116], [0.155, -0.122, -0.080], [-1.224, 1.885, -0.502], [-0.375, 0.071, 0.337], [-0.802, 1.349, 1.992], [0.738, 0.104, 0.213], [-0.063, 0.040, 0.410], [0.324, -0.490, 0.457]], "mulliken_charge": [-0.985, -1.036, 0.590, 0.196, -0.224, -0.212, -0.204, 0.346, 0.328, 0.245, 0.301, 0.311, 0.346]}

---

Energy list, top to bottom, in eV: -74892.430, -53159.985, -8920.445, -56906.588